The following is a DFT calculation (ωB97M-V/def2-TZVPD) of 2 unconnected molecules or ions with the total composition C2H6OS.

Geometry as XYZ:
```
10
Properties=species:S:1:pos:R:3:forces:R:3:nbo_charge:R:1
C 0.233762 0.890661 0.993192 0.39 -0.50 -0.44 -0.7293
S -1.051621 -0.220772 1.652179 -0.01 0.33 -0.16 -0.0583
H 0.289804 1.805758 1.556383 0.04 0.19 0.30 0.2248
H 0.059357 1.169384 -0.045053 -0.34 -0.15 0.05 0.2199
H 1.185037 0.357961 1.004148 0.03 0.25 0.16 0.2178
H -1.053553 0.326470 2.870077 -0.08 -0.11 0.09 0.1242
O 1.513814 0.032308 -2.310146 0.16 -0.27 -0.07 -0.4922
C 0.472979 -0.552091 -2.410901 -0.44 0.33 0.21 0.2802
H 0.369717 -1.642675 -2.542288 0.31 -0.04 -0.07 0.1113
H -0.484828 -0.002425 -2.341631 -0.04 -0.04 -0.06 0.1017
```
Forces are in eV/Å.

Summary:
strongest force on any atom	0.8	eV/Å
molecular weight	78.14	g mol⁻¹
SMILES	C=O.CS
HOMO energy	-9.1	eV
HOMO-LUMO gap	9.788	eV
E_tot	-15052.811	eV
ΔE to the lowest compared entry with this formula, charge and spin	0.620	eV

---

The following is a DFT calculation (ωB97M-V/def2-TZVPD) of C5H16N4 in the gas phase at a distorted geometry.

Geometry as XYZ:
```
25
Properties=species:S:1:pos:R:3:forces:R:3:nbo_charge:R:1
C 1.365316 0.170403 0.116641 -1.18 -1.96 -0.79 0.4422
C -0.165115 -0.745256 -0.073264 3.34 2.08 0.48 -0.2241
C -1.127135 0.047007 0.723032 -3.77 -2.44 0.67 -0.0323
C -0.482214 -0.966027 -1.538119 0.17 0.06 0.24 -0.6428
C -1.598168 1.365891 0.146567 -0.08 -0.09 0.24 -0.6524
N 1.669909 0.721581 1.419318 -0.36 0.02 -0.06 -0.8631
N 1.381961 1.266090 -0.806626 -0.07 0.34 -0.20 -0.8718
N 2.358317 -0.825658 -0.246770 0.26 -0.25 -0.15 -0.8685
N -2.477233 -0.913081 0.923173 1.57 1.90 -0.04 -0.8720
H 0.037659 -1.700204 0.421866 0.03 0.09 0.01 0.1938
H -0.812334 0.148403 1.763916 0.14 0.07 -0.23 0.1942
H 1.135262 1.563327 1.595130 -0.14 -0.04 0.08 0.3693
H 1.487574 0.052141 2.156836 0.05 0.05 0.02 0.3635
H 2.195899 1.853943 -0.651628 0.01 -0.13 0.05 0.3672
H 1.418793 0.922253 -1.757215 -0.01 -0.03 0.01 0.3753
H 2.310944 -1.632076 0.365220 -0.02 -0.02 0.00 0.3529
H 3.294469 -0.436378 -0.153954 -0.11 0.03 0.05 0.3584
H -2.213281 -1.832019 1.271326 0.23 0.21 -0.11 0.3438
H -2.927013 -1.057078 0.022065 0.23 0.10 0.03 0.3412
H -1.316990 -1.658252 -1.646890 -0.03 -0.03 -0.05 0.2127
H -0.746867 -0.033658 -2.029599 -0.04 0.10 -0.09 0.2101
H 0.388963 -1.391011 -2.035092 -0.03 -0.05 -0.06 0.2311
H -2.109909 1.938020 0.917367 -0.13 0.00 -0.01 0.2188
H -2.299763 1.186315 -0.664988 -0.07 0.05 -0.11 0.2072
H -0.769047 1.955325 -0.238308 0.02 -0.07 0.00 0.2452
```
Forces are in eV/Å.

Summary:
strongest force on any atom	4.5	eV/Å
molecular weight	132.21	g mol⁻¹
SMILES	C[C@H]([C@@H](C)N)C(N)(N)N
HOMO energy	-8.5	eV
HOMO-LUMO gap	9.441	eV
E_tot	-11404.473	eV
ΔE to the lowest compared entry with this formula, charge and spin	1.063	eV

---

The following is a DFT calculation (ωB97M-V/def2-TZVPD) of a molecular structure, C12H23N2O3P2W at a distorted geometry.

Geometry as XYZ:
```
43
Properties=species:S:1:pos:R:3:forces:R:3:mulliken_spin:R:1
W -0.373892 -0.820106 1.300781 -2.72 1.18 3.41 1.0148
P 1.949084 -0.922677 1.318827 4.47 -0.19 -0.07 -0.0063
C 1.974727 -1.273520 -0.476594 1.04 1.48 -0.70 0.6081
C 0.894979 -1.795319 -1.247458 -2.11 -0.86 -1.70 -0.0430
N -0.357923 -1.556434 -0.686535 0.59 0.49 0.39 0.0741
C -1.512726 -1.617582 -1.384535 -0.22 -0.37 0.49 0.0044
C -1.587830 -2.470886 -2.495936 0.24 0.56 0.09 0.0970
C -0.366130 -2.833558 -3.081071 -0.51 -0.26 -0.13 -0.0182
C 0.834446 -2.343621 -2.571995 1.23 0.38 1.28 0.1383
C -2.604199 -0.788218 -0.710238 -0.76 -1.04 -0.16 0.0147
P -2.015860 0.669086 0.316230 -3.87 0.81 -2.26 -0.0062
H 1.725775 -2.442344 -3.186363 0.07 -0.09 0.34 -0.0031
H -2.539372 -2.796093 -2.915337 0.19 0.31 0.00 0.0027
H -0.345514 -3.477098 -3.984382 -0.06 0.62 0.60 0.0014
H -3.369203 -0.404890 -1.421340 0.47 -0.31 0.34 0.0067
H -3.152473 -1.461291 -0.021210 -0.08 0.23 -0.22 0.0065
H 3.586882 2.617439 -1.842584 0.07 0.16 -1.69 -0.0001
H 2.640216 -0.619079 -1.084539 0.14 -0.84 0.54 0.0181
H 0.315613 5.490508 -1.164622 -0.08 0.57 -0.96 0.0000
O 3.725815 2.547930 -2.826702 -1.72 -0.33 0.79 0.0003
H 2.823090 2.545263 -3.263348 1.63 0.20 0.91 0.0000
H -0.137681 0.744121 0.840333 1.16 0.65 0.12 -0.0033
O 0.408777 5.451358 -0.221804 0.18 -1.88 0.78 0.0000
H 0.637413 4.496837 -0.100593 -0.09 1.29 0.14 0.0000
C -2.247702 2.047637 -0.929325 1.42 0.69 -0.64 0.0010
H -3.273165 2.137086 -1.335981 0.05 -0.85 0.81 -0.0012
H -2.055214 3.065302 -0.531928 0.32 -0.66 0.06 -0.0002
H -1.641105 1.878531 -1.837083 0.12 0.16 0.53 -0.0006
C -3.514867 1.064666 1.335514 0.62 -0.55 1.05 0.0006
H -3.338498 1.972711 1.921782 0.13 -0.09 -0.09 0.0002
H -4.440422 1.217528 0.758262 0.63 -0.17 -0.37 -0.0017
H -3.676785 0.241040 2.033103 -0.14 0.09 0.11 -0.0024
C 2.382808 -2.585820 2.076567 -1.01 0.24 0.17 0.0292
H 3.462328 -2.774200 2.185226 -0.24 0.47 -0.29 -0.0013
H 1.920792 -2.686574 3.069760 0.17 0.07 -0.18 0.0016
H 1.941692 -3.333430 1.410687 0.16 -0.11 0.13 0.0032
C 3.386778 0.290671 1.795212 -0.85 0.14 -0.24 0.0193
H 3.266711 0.697391 2.800518 -0.54 -0.29 0.11 0.0002
H 4.405470 -0.116760 1.787849 -0.51 -0.79 -0.34 -0.0011
H 3.403949 1.157006 1.137817 -0.32 -0.05 -0.28 -0.0030
O -1.227676 -0.405584 5.593632 0.54 0.21 -4.97 0.0451
C -1.063639 -0.393804 4.411386 -0.92 -0.31 7.39 0.0165
N -0.845469 -0.413240 3.228024 1.10 -0.99 -5.30 -0.0122
```
Forces are in eV/Å.

Summary:
strongest force on any atom	7.5	eV/Å
molecular weight	489.12	g mol⁻¹
HOMO energy (alpha / beta)	-18.3 / -18.3	eV
HOMO-LUMO gap (alpha / beta)	5.173 / 5.373	eV
multiplicity	3
E_tot	-42309.221	eV
net charge	+3
ΔE to the lowest compared entry with this formula, charge and spin	1.149	eV

---

Q: Number 3 is which compound?
A: C12H23N2O3P2W

---

Q: Among the records above, which one has the highest molecular weight?
A: C12H23N2O3P2W